A single C3H3N3O2 molecule, computed with wB97M-V/def2-TZVPD.

## Properties
Charge   0
Relative energy (zero: lowest compared OMol25 entry of this formula, charge and spin)   43.51 kcal per mole
Spin multiplicity   1
Molecular weight   113.1 g/mol
HOMO energy   -9.9 eV
HOMO-LUMO gap   9.9696 eV

Element x y z (Å)
O -0.06537 1.02788 0.35522
O 0.64947 2.57069 -1.00533
N 0.59230 0.35240 -1.76527
N -0.44696 -1.23904 -0.38698
N -0.68342 -0.37629 1.87275
C 0.19282 -0.86014 -1.54259
C -0.33478 -0.21013 0.53880
C 0.53562 1.41329 -0.92110
H -0.32797 0.34953 2.51121
H -0.64363 -1.34347 2.46950
H 0.53191 -1.68473 -2.12621

Cartesian forces (eV/Å) of the 3 atoms listed first:
1.07 0.46 -0.28
1.19 1.47 -0.88
1.72 0.88 -1.79

A single C29H33N5O3 molecule, computed with wB97M-V/def2-TZVPD.

## Properties
Charge   0
Relative energy (zero: lowest compared OMol25 entry of this formula, charge and spin)   693.79 kcal per mole
Spin multiplicity   1
Molecular weight   499.6 g/mol
HOMO energy   -7.9 eV
HOMO-LUMO gap   7.5847 eV

Element x y z (Å)
O -4.01088 2.63725 0.83340
O -8.28726 -1.58859 0.12106
O -0.22469 -0.65086 -2.98455
N -2.51036 -0.29754 -0.99639
N -1.20352 3.39573 0.39564
N 3.86625 -1.33745 1.18975
N 0.34792 -1.29671 -0.94580
N -3.53789 0.78573 -0.40421
C 1.16783 4.59769 0.01034
C -3.21846 1.93400 0.08592
C 1.53619 -0.90271 1.04604
C -8.54594 -3.05675 0.47560
C -1.89829 2.35290 0.10043
C 0.31767 2.42047 -0.68107
C 5.47923 -0.06209 -0.43417
C 0.02884 3.47869 0.00675
C -5.93952 0.74110 -0.26474
C 2.27766 4.25399 -0.32962
C 0.27686 -1.49741 0.28605
C -0.90980 1.55851 -0.81434
C -6.06899 -1.87890 0.08516
C 1.44507 -2.37771 -1.60620
C -0.38069 -0.77085 -1.80830
C -7.13406 -1.20041 0.02577
C 6.11938 -2.56953 0.41829
C 5.12330 -2.40687 1.51796
C 4.47789 -0.16754 0.77496
C 2.61438 -1.69589 0.76440
C -7.08036 0.02551 -0.35115
C -4.80353 -0.03684 -0.00600
C 2.87616 -1.80213 -0.72252
C -4.81174 -1.25335 -0.05352
C 2.51695 3.00427 -1.21113
C 6.82883 -1.18043 0.02292
C -1.82994 4.81018 1.00595
C -1.29649 0.36875 -1.04755
C 1.46404 2.15108 -1.12243
H -6.00116 -3.01165 0.35917
H 6.05891 0.96185 -0.31668
H 5.24221 -0.51664 -1.18005
H 5.37666 -1.82871 2.42672
H 2.73375 -0.81101 -1.29085
H -1.81756 5.51043 0.49181
H 1.28080 -3.33843 -1.27031
H 1.41506 -0.85005 2.21391
H -2.97746 4.33646 1.36398
H 3.54551 -2.54226 -1.36127
H 6.82050 -3.12185 0.66797
H -3.93757 -1.64412 0.17767
H 1.37580 -2.25695 -2.51656
H 1.70172 1.19551 -1.65329
H 7.27173 -0.82250 1.01080
H 3.18606 4.95264 -0.35412
H 1.73861 0.01759 0.88242
H 0.88061 5.24046 0.57576
H -7.99971 -3.35693 1.34527
H -1.33100 4.96247 1.92346
H 2.63937 -2.70295 0.89545
H 7.58408 -1.16825 -0.87412
H -9.61802 -3.16897 0.82929
H 3.69961 0.58156 0.37167
H -7.96541 0.88214 -0.17986
H 0.14964 -2.61299 0.82858
H -0.60347 -0.89523 1.06513
H -8.29270 -3.73709 -0.34010
H 3.54646 3.00739 -1.76994
H 4.54474 -3.11926 1.62723
H 5.59103 -2.83277 -0.56223
H -5.83400 1.78565 -0.45803
H 4.92317 0.41919 1.68839

Cartesian forces (eV/Å) of the 3 atoms listed first:
0.42 -0.97 -1.49
-9.47 -6.71 2.07
0.01 -0.92 -2.18

A 10-piece molecular cluster, C39H75Cl12N7 overall, computed with wB97M-V/def2-TZVPD.

## Properties
Charge   0
Spin multiplicity   1
Molecular weight   1067.5 g/mol
HOMO energy   -8.0 eV
HOMO-LUMO gap   8.2557 eV

Element x y z (Å)
Cl 5.23530 4.10332 0.61379
Cl 0.42735 -0.90355 -5.47738
Cl 1.04493 -5.42707 6.58819
Cl 2.37403 1.02855 -4.64443
Cl -0.54368 -3.21754 7.50724
Cl 3.03366 -0.88691 -6.67975
Cl 6.14549 1.69728 -0.66961
Cl 1.18648 1.24776 -7.25666
Cl 6.26380 4.22044 -2.07444
Cl 8.05039 3.70276 0.11589
Cl 2.17347 -2.76332 6.76317
Cl 0.24608 -3.43150 4.70474
N 2.23541 -1.69890 -2.46436
N -7.28771 -2.35254 0.65443
N -2.97065 3.85836 -2.57042
N 0.81421 -0.16495 -0.16849
N -0.75379 -6.05810 0.15005
N -1.96404 1.10200 5.87336
N 2.44097 5.70336 -4.01056
C -2.59656 2.79775 -3.34395
C -1.71842 -6.02143 -0.95887
C -2.04069 1.59330 4.50489
C -6.79563 -1.39041 -0.19676
C 3.25861 6.80989 -3.59178
C -2.23670 -0.34015 5.93907
C 1.29301 1.21285 -0.11587
C -1.35245 -5.81925 1.45824
C 1.81614 -2.98192 -2.61117
C -5.63191 -0.91710 0.34133
C -6.40654 -2.54693 1.68083
C -2.11667 3.12298 4.47791
C -2.93887 -0.66189 7.26112
C -2.42314 -6.84166 1.79642
C 1.87183 -0.99823 2.00933
C -2.58201 -4.77501 -1.02391
C 1.83593 5.88688 -5.32063
C 3.53647 -1.56287 -2.85000
C -1.50200 -0.35531 -0.90492
C 1.56031 -5.51873 0.77903
C -4.15469 2.11820 -1.89604
C 2.87416 -3.72073 -3.06410
C 2.57140 1.38491 -0.94637
C 6.42759 3.43345 -0.50668
C 0.74333 -3.72148 6.37067
C 0.59336 1.03413 5.73597
C -3.31377 1.69147 -2.96402
C 0.88297 4.74690 -5.65644
C -5.38163 -1.63854 1.54331
C 3.95726 -2.81338 -3.22530
C 2.88198 4.39410 -3.66186
C -0.56968 -0.27052 0.29182
C 3.45921 6.90350 -2.07645
C -0.67018 1.39444 6.50824
C 1.75043 0.12270 -6.03234
C 1.68709 -1.14082 0.49157
C -3.90966 3.44379 -1.65326
C 4.06067 3.86019 -4.48743
C 0.38012 -5.17564 -0.10534
H 4.25572 6.76573 -4.08301
H 2.72797 2.43899 -1.20380
H -4.40202 4.10512 -0.96259
H 1.38729 -5.36649 1.83754
H 3.00532 -4.78025 -3.20128
H -1.93154 2.92185 -4.18275
H -3.39450 0.26266 7.61004
H 4.94596 -3.10098 -3.54653
H -0.80995 0.64031 0.85726
H -0.67580 2.45711 6.75483
H 1.43584 1.56877 0.91333
H -2.22316 -0.99000 8.02202
H 1.63159 -0.95374 -2.14146
H 1.25771 -2.13200 0.31458
H 3.81879 3.50470 -5.49279
H -2.47364 -6.91249 2.88371
H 1.41433 3.80803 -5.80480
H 0.63166 -5.28683 -1.16117
H -1.23971 3.55662 4.96285
H 2.53857 7.24510 -1.60489
H 3.10783 4.32302 -2.59824
H 4.79914 4.64644 -4.66586
H 2.64965 5.88146 -6.06812
H -1.73684 -4.78051 1.44986
H -1.30488 -0.91515 5.91171
H 4.05616 -0.62303 -2.83059
H -2.14747 3.46295 3.44226
H 0.54624 1.82679 -0.62617
H 1.94881 0.06006 2.27985
H 4.48818 3.01556 -3.94616
H -3.36168 -6.67044 1.27955
H -4.90319 1.57252 -1.34375
H 1.16318 -1.46245 2.70316
H -4.70277 -1.46119 2.36161
H -3.30588 0.69379 -3.36438
H -1.18586 0.35935 -1.66264
H -2.72856 4.82434 -2.67876
H -6.57621 -3.29023 2.44067
H -7.25839 -1.18070 -1.14451
H -2.96801 1.21740 4.07166
H -1.13770 -6.14079 -1.87204
H 2.65844 -1.12448 0.00037
H 0.73020 1.68789 4.87324
H -3.22470 -4.75354 -1.90745
H -4.96369 -0.21901 -0.13358
H -1.18133 1.28381 3.90048
H -0.77798 -1.04685 1.03299
H -1.40995 -1.34415 -1.36696
H 0.55712 0.02828 5.30755
H -3.65053 -1.48914 7.23275
H -8.01708 -3.00214 0.42589
H 1.44578 1.05892 6.41325
H -0.67883 0.84811 7.45490
H 1.27642 6.82017 -5.31420
H 3.46160 1.03000 -0.43818
H -2.85363 -0.67750 5.10578
H -1.99301 -3.85405 -1.00364
H -2.05254 -7.83338 1.51732
H -2.54389 -0.18440 -0.63426
H 3.71717 5.92286 -1.67496
H 4.31281 7.51526 -1.78336
H 0.12392 -4.10222 -0.00833
H 2.84572 7.75714 -3.94641
H 2.82180 -1.40598 2.37927
H -2.97431 3.46117 5.05724
H 0.38342 4.87898 -6.62485
H 1.85337 -6.55195 0.56472
H 0.06380 4.70851 -4.93648
H -2.35452 -6.90221 -0.83656
H -0.59898 -5.83290 2.24177
H 0.80166 -3.23719 -2.35672
H 2.39739 0.94171 -1.92804
H 2.04079 3.69967 -3.73722
H 2.47444 -5.00894 0.45282
H -3.28548 -4.68272 -0.19043

Cartesian forces (eV/Å) of the 3 atoms listed first:
-0.03 0.04 0.01
-0.13 0.00 -0.07
0.20 -0.32 0.04

C24H46ClNa2O28 as an isolated structure, computed with wB97M-V/def2-TZVPD.

## Properties
Charge   +1
Spin multiplicity   1
Molecular weight   864.0 g/mol
HOMO energy   -10.5 eV
HOMO-LUMO gap   6.1325 eV

Element x y z (Å)
Cl 11.12906 7.72583 16.96995
Na 14.66941 10.35398 20.31420
Na 10.11962 7.08778 11.91427
O 4.12207 3.65688 20.34095
O 15.86199 13.43443 17.09456
O 7.55638 16.80742 16.86727
O 5.02661 1.83240 21.54143
O 14.46901 10.82613 8.85444
O 2.86947 2.58325 21.76220
O 16.48309 13.46061 14.87361
O 14.54689 3.20834 8.57511
O 8.21366 15.61802 15.10186
O 6.55170 3.43638 11.83042
O 11.10465 7.07385 18.25868
O 9.72968 9.89669 23.22392
O 12.89058 10.08564 10.24367
O 10.68353 1.67598 27.64286
O 12.34476 3.23251 27.88639
O 8.30445 17.93967 14.97663
O 13.65806 12.25363 10.23486
O 11.22048 3.33249 25.97546
O 15.55626 3.98109 10.22449
O 11.46539 9.13168 17.20520
O 12.15404 7.27650 16.04509
O 13.29508 4.37357 10.01688
O 4.42083 3.14006 12.45662
O 9.86588 7.67091 16.30612
O 8.81207 8.61813 24.70745
O 5.27226 1.56216 11.26523
O 15.84518 15.22724 15.71981
O 7.60708 8.89862 22.90905
C 7.97547 14.72075 16.15588
C 8.09771 16.86858 15.62313
C 2.76697 1.70222 22.85196
C 16.12815 14.01250 16.02224
C 13.45677 3.07556 7.58158
C 7.18607 15.45132 17.17403
C 13.57588 11.00544 9.81536
C 4.06172 2.60446 21.25556
C 5.52993 2.76195 11.83299
C 14.34948 3.91252 9.64649
C 15.39003 16.15553 16.70453
C 15.75620 4.74744 11.31703
C 5.29492 3.86030 19.57685
C 12.63855 12.55151 11.28041
C 4.29641 4.57038 12.71040
C 11.34269 2.68983 27.22478
C 8.77021 9.22025 23.57593
C 12.77858 2.56791 29.03271
C 9.99630 8.77336 25.58064
C 10.36411 2.87510 24.97890
C 7.28322 9.40752 21.64552
C 6.28370 0.89708 10.52781
C 14.69300 9.55639 8.15319
C 16.99164 12.11486 14.89598
H 7.11381 0.69931 11.20597
H 13.40002 4.01863 7.03798
H 5.63795 2.84831 19.36165
H 14.09122 9.29829 7.28177
H 16.24925 11.34223 15.09599
H 13.55178 3.18130 29.49534
H 1.76237 1.83969 23.25192
H 5.95254 -0.04777 10.09690
H 13.68500 2.28556 6.86610
H 12.54419 2.76195 8.08848
H 15.13234 5.64068 11.28513
H 16.28178 16.47178 17.24570
H 10.00217 7.91063 26.24679
H 5.14451 4.94642 13.28262
H 3.30447 1.96966 23.76173
H 12.03280 2.34910 29.79693
H 13.18515 1.57986 28.81695
H 7.32738 13.94028 15.75720
H 17.42976 11.94277 13.91285
H 4.97617 4.42686 18.70192
H 3.35594 4.87237 13.17127
H 6.11156 15.46445 16.99140
H 12.71124 11.95311 12.18855
H 7.81970 8.99819 20.78952
H 6.27529 9.08656 21.38257
H 7.46824 15.24721 18.20690
H 15.76608 9.56330 7.96202
H 16.76559 5.15312 11.38518
H 6.59215 1.43406 9.63081
H 10.97128 8.72256 25.09593
H 17.76646 12.02080 15.65683
H 10.23410 1.79572 24.90063
H 14.99717 17.03450 16.19348
H 7.32540 10.49568 21.59819
H 14.74955 15.72846 17.47621
H 11.65463 12.48876 10.81556
H 9.33479 3.18509 25.15923
H 4.38894 5.16566 11.80200
H 15.41029 4.06495 12.09334
H 14.56404 8.78316 8.91053
H 10.03458 9.71478 26.12869
H 8.89582 14.36539 16.61933
H 2.88576 0.65672 22.56752
H 6.03966 4.46807 20.09075
H 10.64146 3.31648 24.02163
H 12.80195 13.50826 11.77642

Cartesian forces (eV/Å) of the 3 atoms listed first:
1.50 2.75 -0.02
-0.26 -0.05 -0.26
0.21 -0.03 0.27

A single C5H4O2 molecule, computed with wB97M-V/def2-TZVPD.

## Properties
Charge   0
Relative energy (zero: lowest compared OMol25 entry of this formula, charge and spin)   30.41 kcal per mole
Spin multiplicity   1
Molecular weight   96.1 g/mol
HOMO energy   -8.7 eV
HOMO-LUMO gap   8.8260 eV

Element x y z (Å)
O -0.49946 -1.74905 -0.38896
O 2.14615 -1.44940 0.03365
C -0.24608 1.25006 -0.13474
C 1.57456 -0.44444 -0.00148
C -1.36407 -0.95378 -0.06523
C -1.35285 0.48938 -0.25511
C 1.11977 0.81425 0.00521
H 1.91355 1.54645 0.11600
H -0.38712 2.32851 -0.06557
H -2.33178 0.95204 -0.30439
H -2.23893 -1.29471 0.51119

Cartesian forces (eV/Å) of the 3 atoms listed first:
-0.15 0.57 0.16
-0.33 1.02 -0.04
-0.05 -0.14 -0.07

C6H7ClN2OS as an isolated structure, computed with wB97M-V/def2-TZVPD.

## Properties
Charge   0
Relative energy (zero: lowest compared OMol25 entry of this formula, charge and spin)   61.09 kcal per mole
Spin multiplicity   1
Molecular weight   190.7 g/mol
HOMO energy (spin up / spin down)   -8.5 / -9.0 eV
HOMO-LUMO gap (spin up / spin down)   8.3391 / 7.1352 eV

Element x y z (Å)
Cl -1.38228 -1.47844 -2.00430
S -1.93651 -4.47037 1.24445
O -0.91029 0.42768 1.28921
N -1.62443 -3.44235 0.02043
N -1.75696 -3.39966 2.48057
C -1.05054 0.31960 0.06411
C -1.09225 1.46111 -0.89484
C -1.19196 -1.05071 -0.39619
C 1.74573 -0.72634 0.18727
C -1.39554 -2.20603 0.50085
C -1.51124 -2.19506 1.94872
H -0.62861 2.28123 -0.42476
H 1.78797 -1.70460 -0.07729
H -1.44834 -1.33927 2.58771
H 2.35698 -0.09176 -0.36600
H -0.77892 1.03914 -1.78244
H 1.38184 -0.27773 1.05407
H -2.11602 1.64929 -1.16275

Cartesian forces (eV/Å) of the 3 atoms listed first:
0.02 0.34 -1.15
0.70 1.54 -0.11
-0.18 0.82 -0.91